1.
23
Properties=species:S:1:pos:R:3 method="wB97M-V/def2-TZVPD" charge=0 orbital_gap_ev=9.729 smiles=Cc1ccccc1.CC homo_ev=-8.7
C 1.52 -2.01 0.56
C -1.00 0.41 1.92
C -0.31 -0.80 1.77
C -0.30 1.61 1.83
C 0.94 -0.75 0.99
C 0.97 1.63 1.31
C 1.59 0.51 0.82
H -2.09 0.33 2.20
H -0.88 -1.79 1.91
H -0.76 2.59 2.08
H 1.44 2.66 1.08
H 2.43 -1.92 0.09
H 0.75 -2.61 0.00
H 2.50 0.48 0.19
H 1.65 -2.61 1.57
C -1.62 0.41 -1.83
C -0.46 0.14 -2.80
H -1.70 -0.26 -0.95
H -1.70 1.44 -1.50
H -2.54 0.17 -2.49
H -0.44 -0.91 -3.31
H -0.33 1.02 -3.42
H 0.33 0.28 -2.03

***

2.
23
Properties=species:S:1:pos:R:3 method="wB97M-V/def2-TZVPD" charge=0 orbital_gap_ev=9.954 smiles=Cc1ccccc1.CC homo_ev=-8.9
C 1.81 1.87 -0.38
C 0.97 0.91 0.45
C 1.35 -0.44 0.54
C -0.23 1.34 1.16
C 0.68 -1.35 1.35
C -0.95 0.33 1.85
C -0.52 -1.05 1.94
H 2.34 2.64 0.10
H 1.10 2.59 -0.82
H 2.18 -0.82 0.03
H -0.59 2.30 1.00
H 1.02 -2.36 1.48
H -1.91 0.70 2.25
H -1.01 -1.76 2.46
H 2.35 1.30 -1.13
C -1.90 -0.29 -2.60
C -0.75 -1.27 -2.64
H -2.81 -0.93 -2.25
H -1.82 0.46 -1.84
H -2.10 0.02 -3.52
H -0.83 -1.99 -1.79
H 0.13 -0.58 -2.44
H -0.88 -1.77 -3.48

***

3.
23
Properties=species:S:1:pos:R:3 method="wB97M-V/def2-TZVPD" charge=0 orbital_gap_ev=10.021 smiles=Cc1ccccc1.CC homo_ev=-9.0
C 4.05 0.66 -0.09
C 3.92 -0.58 0.81
H 4.78 1.34 0.33
H 4.16 0.54 -1.17
H 3.08 1.17 -0.03
H 3.01 -1.08 0.50
H 4.01 -0.32 1.86
H 4.79 -1.23 0.75
C -3.75 -0.33 0.45
C -1.91 0.93 -0.76
C -2.29 -0.14 0.08
C -0.58 1.04 -1.13
C 0.38 0.14 -0.60
C -1.35 -1.01 0.59
C 0.02 -0.78 0.35
H -2.68 1.62 -1.08
H -0.27 1.77 -1.87
H -4.32 0.12 -0.36
H -3.86 0.20 1.40
H 1.37 0.16 -1.02
H -1.72 -1.79 1.24
H 0.74 -1.56 0.58
H -4.10 -1.35 0.59

***

Most stable one: 3, least stable one: 2.

***

1.
23
Properties=species:S:1:pos:R:3 method="wB97M-V/def2-TZVPD" charge=0 orbital_gap_ev=9.967 smiles=Cc1ccccc1.CC homo_ev=-9.1
C -2.56 -0.68 0.37
C -0.98 2.52 1.66
C -1.84 1.66 1.03
C 0.14 2.05 2.35
C -1.66 0.27 1.10
C 0.36 0.69 2.41
C -0.56 -0.17 1.80
H -1.14 3.59 1.60
H -2.72 2.05 0.52
H 0.79 2.75 2.86
H 1.24 0.34 2.93
H -2.12 -1.67 0.28
H -2.68 -0.30 -0.64
H -0.38 -1.23 1.93
H -3.53 -0.84 0.85
C 2.06 -2.09 -2.37
C 2.36 -0.69 -2.90
H 2.61 -2.87 -2.91
H 2.43 -2.24 -1.35
H 0.98 -2.26 -2.37
H 3.20 -0.65 -3.57
H 2.50 0.05 -2.11
H 1.52 -0.28 -3.45

***

2.
23
Properties=species:S:1:pos:R:3 method="wB97M-V/def2-TZVPD" charge=0 orbital_gap_ev=9.937 smiles=Cc1ccccc1.CC homo_ev=-8.9
C 1.73 2.08 -2.59
C 0.12 0.34 0.35
C 0.82 -0.90 0.41
C 0.38 1.24 -0.65
C 1.39 1.08 -1.61
C 1.90 -1.09 -0.53
C 2.23 -0.03 -1.45
H -0.56 0.75 1.06
H 0.78 -1.67 1.18
H -0.26 2.12 -0.72
H 2.60 -1.97 -0.40
H 2.82 2.28 -2.70
H 1.53 3.07 -2.34
H 2.99 -0.11 -2.19
H 1.37 1.78 -3.64
C -2.73 -1.18 2.49
C -4.24 -1.35 2.65
H -2.12 -2.01 2.70
H -2.55 -1.05 1.37
H -2.33 -0.35 3.05
H -4.77 -0.34 2.58
H -4.76 -1.99 1.89
H -4.45 -1.70 3.69

***

3.
23
Properties=species:S:1:pos:R:3 method="wB97M-V/def2-TZVPD" charge=0 orbital_gap_ev=10.083 smiles=Cc1ccccc1.CC homo_ev=-9.1
C -0.31 3.15 -0.46
C 1.29 1.39 0.41
C 0.19 1.72 -0.40
C 1.96 0.17 0.21
C 1.53 -0.77 -0.73
C -0.29 0.66 -1.13
C 0.29 -0.58 -1.36
H 1.93 2.02 1.02
H 2.72 -0.21 0.89
H -1.00 3.32 -1.26
H 0.57 3.70 -0.79
H 2.05 -1.68 -1.03
H -1.20 0.92 -1.69
H -0.01 -1.08 -2.27
H -0.64 3.40 0.54
C -1.26 -2.71 1.92
C -2.35 -2.36 0.85
H -1.44 -2.20 2.86
H -1.19 -3.77 2.09
H -0.33 -2.41 1.46
H -1.86 -2.66 -0.09
H -2.38 -1.28 0.70
H -3.29 -2.84 1.10

***

4.
23
Properties=species:S:1:pos:R:3 method="wB97M-V/def2-TZVPD" charge=0 orbital_gap_ev=10.008 smiles=Cc1ccccc1.CC homo_ev=-9.0
C -3.29 0.60 -0.33
C -2.78 0.76 -1.78
H -3.88 1.49 -0.09
H -3.91 -0.29 -0.22
H -2.47 0.55 0.39
H -1.74 0.47 -1.92
H -2.81 1.82 -2.03
H -3.54 0.24 -2.40
C 2.55 1.60 0.81
C 1.52 -0.04 -0.71
C 1.57 0.51 0.56
C 0.71 -1.12 -1.06
C 0.06 -1.74 0.01
C 0.79 -0.10 1.56
C 0.08 -1.30 1.32
H 2.15 0.37 -1.50
H 0.60 -1.59 -2.02
H 2.42 2.47 0.17
H 3.56 1.27 0.53
H -0.35 -2.70 -0.31
H 0.81 0.38 2.52
H -0.46 -1.73 2.12
H 2.47 1.96 1.83

***

Most stable one: 1, least stable one: 2.

***

1.
23
Properties=species:S:1:pos:R:3 method="wB97M-V/def2-TZVPD" charge=0 orbital_gap_ev=10.111 smiles=Cc1ccccc1.CC homo_ev=-9.1
C 1.09 -2.35 -1.01
C -0.11 -1.46 -1.11
C -1.40 -1.96 -0.81
C -0.08 -0.15 -1.51
C -2.47 -1.08 -0.70
C -1.13 0.76 -1.42
C -2.33 0.30 -0.93
H 0.97 -3.19 -0.33
H 1.91 -1.77 -0.57
H -1.65 -2.99 -0.61
H 0.89 0.22 -1.86
H -3.43 -1.54 -0.48
H -1.02 1.81 -1.65
H -3.19 0.95 -0.85
H 1.44 -2.79 -1.94
C 0.94 1.68 2.60
C 1.70 2.13 1.36
H 0.17 2.41 2.87
H 0.46 0.73 2.40
H 1.55 1.55 3.49
H 1.10 2.02 0.46
H 1.96 3.19 1.35
H 2.62 1.55 1.25

***

2.
23
Properties=species:S:1:pos:R:3 method="wB97M-V/def2-TZVPD" charge=0 orbital_gap_ev=10.039 smiles=Cc1ccccc1.CC homo_ev=-9.0
C 0.84 0.30 2.44
C 1.10 -0.38 1.12
C 1.90 0.14 0.13
C 0.46 -1.61 0.92
C 2.05 -0.55 -1.07
C 0.61 -2.28 -0.27
C 1.42 -1.77 -1.27
H -0.22 0.56 2.51
H 1.34 1.23 2.68
H 2.50 1.03 0.29
H -0.11 -1.95 1.78
H 2.69 -0.17 -1.85
H 0.19 -3.27 -0.40
H 1.75 -2.31 -2.15
H 1.04 -0.37 3.25
C -2.50 0.81 -0.66
C -1.89 2.04 -1.33
H -3.34 0.44 -1.24
H -1.77 0.00 -0.63
H -2.86 1.01 0.35
H -2.47 2.95 -1.17
H -0.87 2.27 -1.03
H -1.86 1.90 -2.41

***

Most stable one: 2, least stable one: 1.

***

1.
23
Properties=species:S:1:pos:R:3 method="wB97M-V/def2-TZVPD" charge=0 orbital_gap_ev=10.081 smiles=Cc1ccccc1.CC homo_ev=-9.0
C -0.61 -1.51 -1.56
C 0.83 0.50 -1.33
C -0.47 -0.01 -1.22
C 1.13 1.80 -0.79
C -1.54 0.76 -0.77
C 0.09 2.57 -0.37
C -1.22 2.10 -0.43
H 1.71 0.00 -1.81
H 2.13 2.13 -1.04
H -1.57 -1.71 -2.04
H -0.77 -2.07 -0.52
H -2.63 0.66 -0.96
H 0.30 3.62 -0.12
H -2.15 2.70 -0.19
H 0.24 -1.90 -2.04
C 1.08 -1.80 1.97
C 0.02 -0.70 1.71
H 1.16 -1.77 3.03
H 0.96 -2.77 1.52
H 1.97 -1.44 1.74
H -0.10 -0.22 0.84
H 0.29 0.19 2.28
H -0.88 -1.13 2.11

***

2.
23
Properties=species:S:1:pos:R:3 method="wB97M-V/def2-TZVPD" charge=0 orbital_gap_ev=10.089 smiles=Cc1ccccc1.CC homo_ev=-9.1
C -1.38 0.61 2.46
C -0.17 0.12 3.23
H -1.89 -0.24 1.98
H -2.17 1.14 2.98
H -1.13 1.15 1.54
H -0.21 -0.93 3.53
H 0.68 0.15 2.55
H 0.19 0.69 4.08
C 2.15 -0.29 -0.08
C -1.27 -0.92 -1.71
C -0.15 -1.08 -0.88
C -1.17 -0.12 -2.83
C 1.00 -0.33 -1.07
C -0.04 0.69 -3.03
C 1.01 0.60 -2.14
H -2.22 -1.41 -1.58
H -0.25 -1.67 0.02
H -1.92 -0.13 -3.60
H -0.05 1.43 -3.82
H 2.56 0.72 -0.02
H 2.85 -1.10 -0.22
H 1.84 1.27 -2.32
H 1.75 -0.36 0.93

***

Most stable one: 2, least stable one: 1.